# 1
Here is a 2-piece molecular cluster, C8H19NO4P overall from the OMol25 dataset. Energies are from ωB97M-V/def2-TZVPD.

Output
energy relative to the best compared isomer or geometry (same formula, charge and spin): 0.0 kcal per mole
charge: -1

Cartesian coordinates (Å):
O1 -0.0834 -0.3557 2.4660
H1 -0.9023 -0.1239 -1.1297
O2 -1.1264 1.7005 -2.9557
H2 -3.0970 0.9067 -2.8625
H3 -3.6699 1.7483 -5.0800
H4 3.5790 -1.8988 4.1105
H5 -1.3821 -1.3041 0.1293
C1 1.6813 0.1470 0.2203
H6 -1.0784 0.0407 -5.0119
O3 -0.5313 1.3237 3.8033
H7 1.5956 0.0882 -0.8705
H8 2.0949 -0.7886 0.6254
H9 2.1128 -3.4309 3.3998
C2 2.8174 -1.5627 3.3854
H10 2.4100 0.5562 2.8392
O4 1.1177 0.0148 4.3842
H11 -2.0418 2.3989 -5.3318
H12 3.1290 0.2886 4.4049
H13 -2.7197 -0.5776 -4.7644
N1 1.7165 -2.5126 3.2112
H14 -3.0948 3.0975 -4.0900
C3 0.1078 0.4066 3.5477
H15 2.3774 0.9542 0.4737
C4 -2.7863 2.1636 -4.5665
C5 -1.2398 -0.2343 -0.0855
H16 -1.4691 -0.8820 -3.5501
H17 1.0015 -2.3974 3.9248
H18 -2.1965 0.2772 0.0395
C6 -1.8471 -0.1354 -4.2546
C7 2.3824 -0.1108 3.7061
P1 0.0228 0.5576 0.9836
C8 -2.2315 1.1706 -3.5231
H19 3.3515 -1.5259 2.4213

=====

# 2
Here is an isolated molecule of C3H7NO2 from the OMol25 dataset. Energies are from ωB97M-V/def2-TZVPD.

Output
energy relative to the best compared isomer or geometry (same formula, charge and spin): 98.7 kcal per mole

Cartesian coordinates (Å):
C1 -0.5902 -0.1352 -1.4359
H1 1.1044 1.3555 0.0037
C2 0.1039 -0.0928 1.3480
O1 1.3763 -0.4453 1.4197
H2 -1.3074 -0.3158 -2.2345
H3 0.0182 -1.9854 -1.1928
N1 0.3202 -1.0207 -1.1249
H4 -0.4179 0.2162 2.2780
H5 -0.6412 -1.0322 0.9691
C3 0.0781 1.1831 0.3597
O2 -0.7312 0.9985 -0.8684
H6 0.9848 -0.8492 -0.2939
H7 -0.2980 2.1234 0.7722

=====

# 3
Here is an isolated molecule of C20H15Cl3N2OS from the OMol25 dataset. Energies are from ωB97M-V/def2-TZVPD.

Output
energy relative to the best compared isomer or geometry (same formula, charge and spin): 0.0 kcal per mole
structure (SMILES): Clc1ccc([C@@H](Cn2ccnc2)OCc2csc3c(Cl)cccc23)c(Cl)c1

Cartesian coordinates (Å):
C1 -2.6469 -1.3880 2.3070
C2 2.7015 -0.5615 0.5638
H1 2.2369 -1.4492 -2.1515
C3 0.9280 0.9251 -4.1966
C4 0.5073 -0.9214 1.3968
C5 -0.9772 1.0080 0.6265
H2 -0.2520 -1.8528 -0.9764
Cl1 -0.7112 1.8448 2.1116
H3 -0.5758 -2.7918 1.3459
C6 -1.4762 -0.2925 -1.7681
H4 3.4669 -1.1323 0.0322
C7 1.8804 0.5931 -1.6015
C8 -2.6693 -0.5581 4.2591
H5 3.1043 -0.2360 1.5344
H6 1.4006 -1.1405 -4.4555
H7 0.5523 1.0437 -5.2001
H8 -2.1859 2.5971 -0.1482
C9 -0.6882 -0.8816 -0.8004
C10 2.1527 1.8861 0.2949
C11 -0.4049 -0.2397 0.3998
C12 1.4067 -0.3111 -3.7651
C13 0.9345 2.0072 -3.3400
C14 1.4184 1.8452 -2.0479
H9 2.3834 2.2024 1.2940
C15 -1.9995 0.9698 -1.5331
S1 1.5280 3.0555 -0.8097
C16 -1.4019 -1.0175 4.0535
N1 -1.3945 -1.5612 2.7978
H10 0.8252 -0.1953 2.1593
H11 -1.6746 -0.7972 -2.6995
Cl2 0.3425 3.5464 -3.8439
C17 -0.2529 -2.0687 2.0982
N2 -3.4329 -0.7975 3.1608
H12 0.4243 -2.5656 2.7978
O1 1.6428 -1.4831 0.7686
C18 1.8773 -0.4883 -2.4837
H13 -0.5307 -1.0144 4.6757
C19 2.2856 0.6437 -0.2269
H14 -3.0808 -0.0744 5.1217
C20 -1.7664 1.6214 -0.3333
H15 -2.9365 -1.7144 1.3279
Cl3 -2.9414 1.7445 -2.7461

=====

# 4
Here is C39H38FN7NaO6 as an isolated structure from the OMol25 dataset. Energies are from ωB97M-V/def2-TZVPD.

Output
charge: -1
DFT total energy: -70916.1043 eV

Cartesian coordinates (Å):
H1 -0.0846 2.0689 -2.2525
C1 3.4448 0.2812 -1.6013
H2 -1.3365 0.0406 3.6220
H3 -3.6888 -2.7197 -2.0031
C2 -5.0775 -0.1423 2.7281
H4 -2.8415 -0.9141 -4.2077
C3 4.4017 0.9993 -2.3059
C4 -2.4669 -2.6232 1.5165
C5 -4.9053 0.8950 1.8273
C6 -1.9378 2.2473 3.1842
H5 -5.7963 -0.0475 3.5314
H6 -3.9009 4.9681 3.7337
H7 0.4177 2.9906 -3.6838
C7 -3.3472 -1.4126 1.6194
H8 5.1541 0.4787 -2.8813
N1 -0.3193 2.6399 1.4660
C8 -0.1581 -2.0968 5.8921
H9 -4.6852 3.5232 5.5959
N2 2.4859 0.8413 -0.8796
H10 -2.1142 4.1271 2.2168
H11 1.3818 3.8789 0.1325
H12 -3.7139 1.2588 5.8985
C9 4.3431 2.3818 -2.2588
N3 -2.2406 -0.4449 -0.3252
H13 -5.4793 1.8079 1.9331
H14 -4.3919 -2.0743 3.3582
C10 2.5850 -0.0487 -5.1633
O1 0.8977 -2.3972 0.1369
Na1 0.2592 -0.2653 0.3306
C11 1.1275 -3.2373 1.0419
H15 2.7651 -3.4843 2.4576
C12 -3.2077 -0.3643 0.7097
H16 -3.9455 1.6820 -1.1699
N4 0.5895 2.0407 0.6529
H17 -2.6634 2.2465 -0.1020
C13 -3.7141 1.9479 -0.1347
H18 2.0148 2.0204 -5.1677
H19 3.4458 -0.8028 -1.6217
N5 0.8892 -1.3145 5.4241
C14 1.3626 -1.4900 -3.6491
C15 2.4378 2.1792 -0.8177
O2 -0.6207 0.4907 2.2919
C16 -3.3823 1.9086 5.0995
H20 -4.3892 -1.1891 -2.5098
C17 1.8263 1.0369 -4.7533
H21 1.1433 -0.5190 5.9927
N6 -0.3783 -0.4994 -2.2516
C18 3.3485 2.9810 -1.5060
C19 -3.8584 -1.6862 -1.6956
O3 -0.6666 -1.9135 6.9763
H22 -2.6522 -3.3072 2.3437
C20 -2.4023 1.4320 4.2278
C21 1.4044 2.7924 0.0247
C22 1.6156 -1.4422 4.2514
C23 2.3526 -1.2969 -4.6082
H23 -0.0270 -4.1018 3.0892
H24 -1.0285 1.9747 -3.7258
H25 -2.6167 -3.1704 0.5826
C24 -0.4912 -3.1481 4.9479
C25 0.6037 -0.3845 -3.2622
O4 0.7499 -4.4179 1.0870
C26 -0.8918 1.7320 2.2527
C27 -3.4796 3.9811 3.8745
H26 -1.4132 -2.3381 1.5326
C28 1.1208 -2.8412 -3.0374
O5 -1.9248 0.1942 4.4160
C29 -1.5171 -0.9762 -2.5244
O6 2.5565 -0.7155 4.0109
H27 -4.4910 -1.6795 -0.8114
C30 0.1794 -3.3144 3.8046
H28 -2.2287 -2.5164 -3.8325
C31 -3.9176 3.1685 4.9185
C32 -4.2933 -1.2813 2.6270
C33 -0.0073 2.0475 -3.3405
H29 -1.1690 -1.3335 -4.6192
H30 2.9532 -2.1470 -4.9107
C34 -3.9609 0.8060 0.8115
C35 -1.9555 -1.4608 -3.8792
H31 3.2712 4.0581 -1.4337
C36 -2.4892 3.5169 3.0272
H32 1.9555 -3.5084 -3.2521
H33 0.2200 -3.3062 -3.4491
H34 -4.3247 2.8076 0.1401
N7 1.2052 -2.4718 3.4319
C37 -2.5432 -1.0106 -1.4150
H35 2.4892 -1.8005 1.9648
C38 0.8308 0.8874 -3.7971
H36 5.0608 2.9869 -2.7994
H37 3.3663 0.0821 -5.9017
C39 2.0044 -2.7378 2.2193
F1 -1.5049 -3.9730 5.2769
H38 0.9894 -2.7770 -1.9540

=====

# 5
Here is C17H31F3IrO2P2 as an isolated structure from the OMol25 dataset. Energies are from ωB97M-V/def2-TZVPD.

Output
energy relative to the best compared isomer or geometry (same formula, charge and spin): 30.0 kcal per mole
charge: +2
multiplicity: 6
expectation value of S²: 8.773

Cartesian coordinates (Å):
H1 1.3861 4.9582 1.1742
O1 -1.4271 0.5509 2.7666
H2 0.9097 -2.6907 -1.8983
H3 -1.2531 -1.1715 -4.4706
C1 -1.1055 1.0129 -2.2732
H4 -3.1080 0.4661 -2.6091
O2 -0.0213 2.3583 3.1478
C2 0.2308 1.2340 -2.6428
C3 -1.3718 3.3422 0.8641
F1 -0.8103 0.0137 5.5388
H5 2.1794 1.4018 1.3453
H6 -1.2957 3.6305 -0.2050
P1 0.2275 -2.4236 0.9682
H7 2.1828 -3.7977 1.2556
H8 -1.8576 -3.6518 0.5297
H9 2.1221 -3.2112 -0.4429
H10 1.7234 -0.2744 -0.0166
P2 0.2094 2.8951 1.6330
H11 0.6614 0.4383 -4.6586
H12 2.3697 -0.9265 -2.7014
F2 -0.5041 2.2620 5.7717
C4 1.3602 -0.9856 -3.1466
H13 0.6509 2.2229 -2.4153
H14 2.5798 -2.1170 0.8935
H15 -0.5637 -2.1332 3.2310
C5 1.9389 -2.9474 0.6016
C6 1.0171 0.4478 -3.6124
C7 1.2786 1.6074 0.7416
C8 -1.7921 -1.1445 -3.5084
H16 -1.7389 4.2232 1.4275
H17 -1.5020 -2.7520 -1.9513
C9 -2.1508 0.3754 -3.1758
H18 -1.5298 1.8189 -1.6236
C10 -0.7917 -3.9372 0.5360
H19 2.4807 3.6202 1.4350
F3 -2.4399 1.5218 5.2051
H20 1.9677 0.9902 -3.7598
H21 -0.6507 -4.6993 1.3345
H22 1.6485 4.3171 2.7832
H23 -2.3770 0.9017 -4.1286
H24 1.1496 -1.7802 3.0454
H25 -2.7679 -1.6526 -3.5289
C11 0.8121 0.2689 0.2909
H26 1.4541 -1.5809 -4.0594
H27 -2.0666 2.4928 0.9574
C12 -1.1115 1.2813 5.0296
C13 -0.8546 1.2848 3.5158
C14 0.3793 -2.5572 2.7986
Ir1 -0.5725 -0.7620 -0.8710
H28 1.5947 2.0835 -0.2140
H29 -0.5142 -4.3950 -0.4327
C15 0.4407 -1.7355 -2.1897
H30 0.1416 0.7215 -0.6589
C16 1.5459 4.0587 1.7441
H31 0.5787 -3.5669 3.1027
C17 -1.0430 -1.9081 -2.4734

=====

# 6
Here is a 2-piece molecular cluster, C6H14P2 overall from the OMol25 dataset. Energies are from ωB97M-V/def2-TZVPD.

Output
energy relative to the best compared isomer or geometry (same formula, charge and spin): 58.8 kcal per mole

Cartesian coordinates (Å):
H1 -1.8658 0.6983 -1.5982
C1 -1.6385 0.7763 -2.5834
H2 2.0778 -3.0019 1.1783
H3 0.6175 0.1018 -0.5941
H4 1.1004 -1.2898 -1.0088
H5 -1.3547 -0.1266 -2.9015
H6 1.6434 -2.1935 2.6795
H7 -1.4957 3.4056 0.7014
P1 -0.2783 2.0316 -2.9287
H8 0.5827 -2.6989 1.6881
H9 2.9144 -0.0752 2.2445
H10 -2.4628 1.0738 -3.0738
C2 1.5186 -2.2752 1.7051
C3 0.6296 -0.8607 -0.1866
C4 -1.5864 2.7045 -0.0230
C5 1.5402 -0.9099 1.0035
C6 2.2602 0.0961 1.4395
H11 2.0868 0.9883 0.7804
H12 -2.6367 2.7205 -0.4364
P2 -0.2775 3.2292 -1.2694
H13 -0.3337 -1.1348 -0.0192
H14 -1.4425 1.5681 0.1929

=====

# 7
Here is an isolated molecule of C6H10Br2O4Si from the OMol25 dataset. Energies are from ωB97M-V/def2-TZVPD.

Output
energy relative to the best compared isomer or geometry (same formula, charge and spin): 18.2 kcal per mole
structure (SMILES): CCC(=O)O[Si](Br)(Br)OC(=O)CC

Cartesian coordinates (Å):
H1 1.8467 1.3122 1.6375
O1 -1.7051 0.6099 1.5245
C1 -0.4767 -0.0189 1.9098
H2 2.0084 -0.1495 -2.8007
C2 1.4651 -1.0635 -2.8739
H3 -0.6536 -1.6083 -2.7949
O2 -1.5702 -0.4453 -1.1269
H4 2.2054 1.5924 3.2789
H5 1.7470 -1.8694 -2.2037
Si1 -2.5382 0.0685 0.1953
C3 -0.0106 -0.6595 -2.7950
H6 -0.2015 0.1471 -3.6277
Br1 -3.7272 1.7549 -0.6309
H7 0.1031 0.2310 3.8144
C4 -0.3897 0.0608 -1.5429
O3 -0.3266 -1.0373 1.3205
H8 2.2437 -0.0292 2.3796
H9 1.6949 -1.5309 -3.8147
C5 1.7276 0.8780 2.5239
C6 0.2828 0.7678 2.8931
O4 0.1489 0.9616 -0.9273
H10 -0.0920 1.7284 3.0902
Br2 -3.7821 -1.7008 0.5708

=====

# 8
Here is C14H42ClO18 as an isolated structure from the OMol25 dataset. Energies are from ωB97M-V/def2-TZVPD.

Output
energy relative to the best compared isomer or geometry (same formula, charge and spin): 177.1 kcal per mole
charge: -1

Cartesian coordinates (Å):
H1 -1.1037 2.1959 1.9250
H2 0.3043 3.3341 -0.8276
O1 -0.3846 -0.6043 -2.8454
O2 2.2334 -2.8024 2.0389
C1 0.4021 3.6445 1.2889
C2 1.0581 -0.6294 2.1780
C3 2.8325 -0.8776 -0.1597
H3 -2.9666 1.8161 4.2922
O3 -0.9433 -3.4613 -3.6739
O4 4.8220 -1.0758 -1.6091
H4 -0.9303 -1.6812 -1.7180
C4 -0.6886 -2.6712 -1.3313
H5 1.6632 -0.9038 -3.1143
H6 -0.6686 3.5371 1.4624
H7 -2.0925 -2.2532 0.7139
C5 1.0169 -2.1771 2.1531
O5 -3.1091 3.5307 3.1056
H8 -4.5644 -1.6685 0.1015
C6 -1.2931 1.8362 2.9364
H9 2.1521 0.6882 3.2505
C7 0.8476 -0.2490 -3.4210
H10 -0.3134 -0.2305 -1.9641
O6 3.4576 -1.4924 1.0250
H11 -0.1906 0.9411 -6.1776
H12 0.0309 -0.2650 2.1904
H13 1.1697 0.7054 -3.0045
O7 0.3532 1.0695 -5.3970
H14 1.1183 4.4219 2.9868
C8 0.5502 4.1743 -0.1783
H15 2.9430 -1.0634 -2.3241
H16 1.5880 4.3257 -0.4753
H17 1.7763 -1.1358 -0.0827
H18 0.8738 2.6947 1.5408
H19 -2.4285 4.0546 3.5345
H20 -0.3720 3.2124 3.9689
H21 -3.4300 1.4804 2.7200
H22 5.1880 -0.9950 -0.7253
O8 -1.1580 0.6149 -1.3286
O9 -2.0886 -0.6758 2.0760
C9 0.9015 -0.1457 -4.9274
H23 -4.4031 -0.1451 0.8166
H24 3.4463 -2.5184 -1.4778
H25 -2.5191 -2.9541 -1.0521
C10 -2.7878 -1.6034 1.2454
Cl1 -0.1681 0.4983 -0.3394
H26 1.5840 -0.1423 1.3569
H27 0.2212 -4.3888 -2.2959
C11 -0.0675 -3.3677 -2.5454
H28 2.7768 -1.7972 1.6294
O10 -0.3773 1.5300 0.6309
H29 0.4225 -2.5843 1.3351
H30 2.0813 -3.7443 2.1456
O11 -0.2642 5.3126 -0.3434
H31 0.3611 -1.0439 -5.2263
H32 -0.6359 5.3199 -1.2284
O12 -1.7274 -3.3348 -0.6651
H33 -2.4692 0.0633 -0.6088
C12 -3.8057 -0.9241 0.3430
H34 -3.3865 -2.2458 1.8912
O13 -0.4158 2.2575 3.8806
O14 -3.2417 -0.4600 -0.8346
H35 -1.1664 0.7537 2.9510
C13 -2.7878 2.1643 3.2749
H36 0.7895 -2.7515 -2.8175
O15 -0.3157 -0.7497 0.2757
H37 0.6039 -2.6283 3.0553
H38 -1.4966 -0.2249 1.4695
H39 -0.7880 -2.7108 -4.2520
O16 1.7307 -0.1698 3.3386
O17 1.1279 0.5117 -0.8402
C14 3.4890 -1.4295 -1.4547
H40 2.8449 0.2091 -0.0764
O18 0.8920 4.6814 2.0907
H41 -0.0013 -2.4832 -0.5064
H42 1.8976 -0.1193 -5.3694

=====

# 9
Here is C23H44HfNP3Se as an isolated structure from the OMol25 dataset. Energies are from ωB97M-V/def2-TZVPD.

Output
energy relative to the best compared isomer or geometry (same formula, charge and spin): 47.9 kcal per mole
charge: +4

Cartesian coordinates (Å):
H1 0.5609 0.8191 3.7229
C1 2.6797 0.8999 1.8027
H2 3.3571 0.8127 0.9441
C2 2.9898 -0.5176 -1.5947
H3 -0.0973 -0.8251 3.6721
H4 2.1847 -3.2789 -0.5104
H5 1.8627 -1.6722 -3.9485
H6 -2.6997 -2.8690 -1.6105
P1 1.3051 -1.2506 -1.5969
H7 -0.8047 0.8493 -2.5806
C3 1.0602 -1.1462 -3.4162
H8 -0.8978 3.4644 1.6636
H9 1.7988 2.2720 -6.2564
H10 3.5538 -0.9520 -2.4339
C4 0.2280 2.6480 -4.8258
C5 -0.7833 -3.7847 1.5727
H11 3.2763 0.7949 2.7216
C6 2.5813 2.5319 -4.2670
C7 -1.2424 2.9445 2.5648
C8 -1.9753 1.7656 2.4318
C9 1.6798 -3.0428 -1.4556
C10 -2.5446 0.2544 -1.3010
H12 3.5364 -0.7139 -0.6653
H13 0.7509 -3.6260 -1.5213
H14 -2.1381 1.9602 0.4414
Se1 0.7952 4.2833 -1.0471
H15 1.0398 -0.0935 -3.7169
H16 -1.3264 -0.9166 -2.7312
C11 0.8022 -0.2238 3.4985
H17 0.0996 -4.1374 1.0179
H18 -0.5750 2.4745 -5.5491
C12 1.5632 2.4708 -5.2151
P2 1.3642 -0.3848 1.7650
H19 3.0394 2.8488 -2.1757
P3 -1.7048 -2.5355 0.5912
H20 2.3321 -3.3023 -2.3008
H21 -2.9840 -1.9974 2.5942
H22 -1.4623 -4.1083 -1.2480
C13 -0.9295 3.3799 3.8614
H23 1.8307 -2.7888 1.9657
H24 -1.0875 3.0972 -3.1315
C14 2.2843 2.8758 -2.9549
C15 2.4367 -1.8742 1.9406
H25 -3.0830 -4.2001 -0.4504
H26 -2.9414 1.2918 -1.4325
N1 -2.1185 1.1743 1.1007
H27 2.9703 -1.7686 2.8961
C16 -2.4714 1.0476 3.5146
H28 2.9186 0.5661 -1.7520
C17 -1.3600 2.6370 4.9654
H29 0.1132 -1.6093 -3.7075
C18 -2.1458 1.4903 4.8052
C19 -0.0674 3.0342 -3.5196
H30 3.1717 -1.9452 1.1282
H31 -3.0781 0.8048 1.0249
H32 -0.4498 -3.3499 2.5276
H33 -3.6799 -3.3633 1.6612
H34 3.6074 2.3001 -4.5237
H35 -0.3508 4.2965 3.9968
H36 -1.0759 2.9683 5.9653
H37 -0.6364 4.4861 -1.2682
H38 -2.4903 0.9327 5.6783
Hf1 -0.7502 -0.3663 -0.0493
C20 -2.2968 -3.5283 -0.8277
C21 -1.2966 -0.0179 -2.0755
C22 -3.2160 -2.3719 1.5899
H39 -1.4665 -4.6285 1.7643
H40 -3.9133 -1.6768 1.1095
C23 0.9999 3.3484 -2.6553
H41 -3.4130 -0.4121 -1.5084
H42 2.2258 1.8987 1.7889
H43 1.6023 -0.5678 4.1665
H44 -3.0482 0.1237 3.3685

=====

# 10
Here is an isolated molecule of C4H7N3O from the OMol25 dataset. Energies are from ωB97M-V/def2-TZVPD.

Output
energy relative to the best compared isomer or geometry (same formula, charge and spin): 131.8 kcal per mole
structure (SMILES): Nc1cc(N)n(O)c1

Cartesian coordinates (Å):
N1 2.0254 1.2939 -0.0299
H1 2.3571 0.9611 1.0592
N2 0.8080 -0.7541 -0.2743
O1 1.9643 -1.4548 0.1965
H2 -0.8175 1.9654 -0.2428
H3 -2.8159 0.4896 0.9509
H4 1.4549 2.2850 0.1063
N3 -2.6490 -0.0796 0.1081
C1 -0.3334 -1.2789 -0.1526
H5 2.5249 -1.3777 -0.5369
C2 -0.5263 0.9206 -0.2682
H6 -0.3600 -2.4453 -0.3504
C3 0.7785 0.5914 -0.3014
H7 -3.1787 -1.0202 -0.0822
C4 -1.2325 -0.0964 -0.1821

=====

# 11
Here is an isolated molecule of HNO2S2 from the OMol25 dataset. Energies are from ωB97M-V/def2-TZVPD.

Output
energy relative to the best compared isomer or geometry (same formula, charge and spin): 29.2 kcal per mole
structure (SMILES): O=S(=O)=NS

Cartesian coordinates (Å):
H1 2.7158 -0.2370 0.0359
S1 1.5552 0.4705 0.4482
O1 -2.2267 -0.8936 0.1105
N1 0.5763 -0.6143 0.2659
S2 -1.2348 -0.0578 -0.5109
O2 -1.3858 1.3322 -0.3495